Record 1
49
Properties=species:S:1:pos:R:3 method="wB97M-V/def2-TZVPD" lumo_ev=2.34 homo_lumo_gap_ev=6.03 homo_ev=-3.69 charge=-1 total_energy_ev=-60584.6873 de_lowest_ev=0.000
C -2.64713 1.53954 -0.83553
C -2.75207 0.22727 -1.60595
P -1.29128 -0.17200 -2.70283
C 0.21138 0.57343 -1.87266
C -1.13721 -1.95918 -2.55588
P -0.28224 -2.68005 -1.09182
C -1.28014 -4.18777 -0.72806
C -0.73190 -1.62006 0.36762
S -0.25543 -2.55687 -3.87098
O -0.19012 -4.00561 -3.81461
O 0.97732 -1.88032 -4.22707
C -1.29898 -2.29520 -5.40009
F -1.53572 -1.02824 -5.73939
F -2.47781 -2.92095 -5.29962
F -0.63030 -2.85877 -6.42450
H -2.26987 2.34381 -1.47066
H -1.99707 1.46266 0.03648
H -3.62786 1.85360 -0.47074
H -3.58269 0.30687 -2.30960
H -2.98578 -0.60797 -0.94651
H -0.01561 1.14132 -0.96956
H 0.68716 1.23624 -2.59248
H 0.91161 -0.21465 -1.59598
H -0.75061 -4.81186 -0.00587
H -2.27623 -3.93394 -0.35454
H -1.39025 -4.73643 -1.66205
H -1.26660 -0.71139 0.12414
H -1.30876 -2.21155 1.08084
H 0.19490 -1.32419 0.86093
N 3.19451 -0.52345 0.42287
C 3.71022 0.66450 -0.00921
C 3.79454 1.50345 1.07278
C 3.30127 0.79179 2.19969
C 2.93947 -0.45519 1.76291
H 3.00149 -1.32600 -0.15434
H 3.96519 0.81952 -1.04328
H 4.15975 2.51721 1.05545
H 3.21515 1.15604 3.21044
H 2.51908 -1.29524 2.28920
N -0.27062 3.92197 5.33540
C 0.38833 4.31145 4.19909
C 0.69520 3.18525 3.48433
C 0.20151 2.07173 4.21695
C -0.38834 2.55746 5.35262
H -0.61364 4.54060 6.04551
H 0.57974 5.35127 3.99627
H 1.21411 3.15352 2.54050
H 0.27336 1.03457 3.93440
H -0.88101 2.05181 6.16540

=====

Record 2
21
Properties=species:S:1:pos:R:3 method="wB97M-V/def2-TZVPD" lumo_ev=-7.79 homo_lumo_gap_ev=9.29 homo_ev=-17.07 charge=+2 total_energy_ev=-31152.9848 de_lowest_ev=0.812
O 0.79459 -4.07707 0.23669
C 0.54690 -2.95307 0.19004
Ba -0.53172 -0.05038 0.25433
O 3.34211 0.34987 -0.87267
C 2.24546 0.23247 -0.55894
C -0.23742 2.86423 -0.21646
O -0.06533 3.99050 -0.39570
C 0.91122 0.34977 2.78080
O 1.27237 0.41558 3.86811
C -0.59920 -0.25899 -2.79571
O -0.64232 -0.36673 -3.94221
C -3.62279 -2.12308 0.54097
S -3.67654 -0.66040 1.68843
C -3.53942 1.00374 0.87785
O -2.14863 -0.67938 2.05995
H -4.05638 -1.92989 -0.44447
H -4.30813 -2.81121 1.07467
H -2.62165 -2.62040 0.52928
H -4.42835 1.64942 0.97013
H -2.73224 1.60655 1.36962
H -3.32291 0.92885 -0.19555

=====

Record 3
151
Properties=species:S:1:pos:R:3 method="wB97M-V/def2-TZVPD" lumo_ev=0.19 homo_lumo_gap_ev=9.30 homo_ev=-9.11 charge=0 total_energy_ev=-73308.0156 de_lowest_ev=0.174
O 5.64362 0.20289 -1.30964
H 5.10516 0.98593 -1.49427
H 6.27450 0.49447 -0.64714
O -2.55413 -1.88922 -2.82714
H -2.50006 -2.04193 -3.77414
H -3.24180 -1.21757 -2.71053
O -4.75365 -0.10322 -2.01919
H -5.26786 0.31013 -2.71722
H -5.16546 0.17824 -1.18407
O -5.40674 0.87447 0.48617
H -5.76844 1.60235 0.99768
H -4.44374 1.04519 0.42428
O 4.28927 2.56782 -1.91092
H 4.10023 3.47286 -1.64875
H 3.75957 2.43010 -2.70331
C 5.00922 -1.22898 2.03585
C 6.41468 -0.72256 2.24003
C 6.70807 -0.47299 3.71112
O 5.92193 0.51181 4.32577
C 6.41125 1.81735 4.13350
N 7.33481 -1.75607 1.69564
H 4.84073 -2.25267 2.37088
H 4.72128 -1.20976 0.98031
H 4.26852 -0.56283 2.48929
H 6.64017 0.15210 1.62448
H 7.77564 -0.23680 3.87646
H 6.57805 -1.41752 4.25472
H 5.71018 2.49189 4.61946
H 6.55494 2.07571 3.08185
H 7.36809 1.92833 4.66647
H 7.24905 -2.58803 2.27425
H 8.28981 -1.42705 1.80835
C -2.78741 -4.08517 1.85025
C -4.10740 -4.55245 1.27784
C -4.65912 -3.61218 0.23947
O -5.98259 -4.03156 -0.06150
C -6.64176 -3.09877 -0.89986
N -4.03355 -5.96447 0.85290
H -1.98097 -4.00465 1.10988
H -2.38170 -4.67154 2.67233
H -2.91291 -3.06174 2.21492
H -4.80378 -4.56763 2.12557
H -4.06363 -3.68914 -0.68686
H -4.66314 -2.56563 0.57007
H -7.66135 -3.45725 -1.01345
H -6.11860 -3.06087 -1.86069
H -6.64299 -2.10757 -0.43706
H -3.27803 -6.06651 0.17834
H -4.88940 -6.11819 0.32267
C 0.77584 1.37266 -4.43405
C 0.73559 1.58577 -5.94655
C 1.94008 2.24876 -6.55404
O 2.02082 3.59617 -6.09796
C 2.32974 4.54870 -7.07641
N 0.57991 0.26589 -6.62425
H 1.75178 0.96714 -4.15352
H -0.04961 0.82949 -3.97844
H 0.71083 2.39416 -4.02522
H -0.13253 2.21308 -6.16650
H 1.93808 2.21871 -7.64330
H 2.83273 1.75030 -6.14165
H 3.17701 4.25390 -7.69996
H 2.53949 5.50091 -6.58899
H 1.43984 4.75808 -7.69139
H 1.40652 -0.30486 -6.48273
H -0.17636 -0.20741 -6.14363
C 0.74174 -2.46356 -3.88715
C 0.80400 -3.96662 -3.65884
C 1.17622 -4.22084 -2.20013
O 1.26129 -5.59317 -1.87129
C 2.44164 -6.21702 -2.34222
N -0.48835 -4.56706 -4.01453
H 0.13548 -2.22399 -4.76772
H 1.70792 -2.01091 -4.11497
H 0.20773 -1.96361 -3.07323
H 1.55220 -4.38852 -4.33178
H 0.34568 -3.82880 -1.60465
H 2.10452 -3.71761 -1.89678
H 2.31896 -7.29479 -2.27664
H 3.28719 -5.95002 -1.69494
H 2.65458 -5.90884 -3.36594
H -0.40206 -5.55123 -3.75158
H -1.18129 -4.24715 -3.33411
C -1.63679 4.45632 -4.69994
C -1.76805 4.63603 -3.21793
C -2.55480 3.49869 -2.61510
O -2.64518 3.58081 -1.20338
C -3.33954 4.67706 -0.69182
N -0.40655 4.58959 -2.61934
H -2.53441 4.72413 -5.27057
H -1.48838 3.40742 -4.96921
H -0.83756 5.03571 -5.16094
H -2.22956 5.60342 -2.99527
H -2.03542 2.55542 -2.80904
H -3.52779 3.39300 -3.11795
H -2.90728 5.64345 -0.97590
H -3.27914 4.65736 0.39792
H -4.40399 4.69860 -0.95787
H -0.50618 4.61663 -1.60055
H 0.04395 5.48603 -2.79337
C 0.04460 -0.83922 8.08145
C -1.22763 -1.67920 8.09219
C -1.40019 -2.40992 6.79764
O -1.35630 -1.48713 5.72400
C -1.52861 -2.11027 4.45716
N -1.11053 -2.68814 9.16912
H 0.88151 -1.37999 7.63034
H 0.37522 -0.56890 9.08588
H -0.07000 0.07079 7.49039
H -2.09243 -1.03032 8.27014
H -2.39537 -2.88928 6.75230
H -0.67343 -3.22075 6.65582
H -2.35584 -2.82038 4.43191
H -0.56934 -2.51685 4.13378
H -1.82791 -1.26615 3.83150
H -1.96427 -3.24700 9.12634
H -1.21696 -2.22393 10.06744
C -0.66734 5.06651 2.79065
C 0.15264 3.97614 2.15355
C 0.17633 2.67583 2.92569
O 0.75001 2.84194 4.17422
C 0.46664 1.76278 5.04257
N -0.17386 3.83370 0.72050
H -1.70817 4.81405 3.02368
H -0.71236 5.96955 2.17721
H -0.22248 5.39066 3.73499
H 1.18875 4.34006 2.11030
H 0.66936 1.91886 2.28864
H -0.85564 2.27055 2.98261
H 0.71518 0.79890 4.57391
H -0.57434 1.74921 5.37162
H 1.15849 1.81692 5.88342
H 0.51759 3.27993 0.22769
H -1.04162 3.30577 0.65090
C -1.46374 -1.05574 0.56502
C -1.36646 0.43166 0.33314
C -0.24530 0.79865 -0.62535
O 0.98613 0.53259 0.01744
C 1.95307 0.13538 -0.92485
N -2.66691 0.84562 -0.22678
H -1.68135 -1.67593 -0.31001
H -2.27156 -1.18431 1.28763
H -0.56575 -1.50279 1.00075
H -1.23896 0.91446 1.30353
H -0.29924 1.82071 -1.01351
H -0.38722 0.09814 -1.46605
H 2.97210 -0.05414 -0.58089
H 1.95200 0.75324 -1.82338
H 1.71284 -0.91148 -1.19637
H -2.60383 1.81066 -0.56471
H -2.82658 0.30206 -1.07483

=====

Record 4
6
Properties=species:S:1:pos:R:3 method="wB97M-V/def2-TZVPD" lumo_ev="0.24 / -3.15" homo_lumo_gap_ev="7.00 / 6.47" homo_ev="-6.77 / -9.62" charge=0 total_energy_ev=-32869.2345 de_lowest_ev=0.000 multiplicity=3
C 1.35682 -2.89424 -0.74809
O 0.72875 -2.89687 0.18943
S -0.48310 1.02556 1.15485
S 0.19144 0.58263 -0.71948
I -2.47893 2.34644 0.91780
H 0.68502 1.83648 -0.79450